A single C36H38ClF7N2O2S molecule in a non-equilibrium geometry. Source: OMol25; level of theory: wB97M-V/def2-TZVPD.

Last column: Löwdin charge in e.
Element x y z (Å)
C: -3.613 0.327 2.269  -0.14
H: 2.906 0.024 3.138  0.06
H: 3.907 -2.895 3.479  0.12
C: 0.155 -2.114 2.876  -0.13
H: -3.586 6.018 -4.773  0.07
H: 4.877 -0.825 1.434  0.09
F: 2.416 -3.012 -1.477  0.05
C: 1.173 0.916 -4.108  -0.48
C: -0.390 -3.261 5.112  -0.17
H: -0.979 3.732 -0.714  0.08
H: -3.658 3.427 -1.406  0.12
C: -1.576 4.006 -1.589  -0.04
H: -1.174 -5.317 5.077  0.12
H: -4.534 4.408 -3.117  0.10
C: 3.884 -2.545 2.432  -0.13
C: 4.653 -1.185 2.450  -0.23
H: -5.917 -2.266 2.558  0.07
H: -2.028 5.003 -1.464  0.07
C: -2.858 0.413 0.944  -0.15
C: 3.694 -0.863 -2.418  0.04
H: -5.580 -0.017 3.066  0.11
H: -1.834 -2.312 3.845  0.10
C: -5.062 -1.823 2.040  -0.55
H: -0.650 -1.200 4.641  0.13
C: 0.648 -1.929 0.503  -0.32
C: -3.030 2.818 -3.375  -0.17
H: -3.771 2.275 0.449  0.13
C: -2.423 1.701 -1.101  -0.13
H: 4.403 -3.306 1.846  0.11
H: -2.177 4.916 -5.090  0.08
O: 1.502 1.679 -4.971  0.18
S: -0.089 -1.644 -1.115  1.12
H: 3.852 -1.815 -2.921  0.15
C: -0.255 -1.904 1.555  -0.20
F: 4.477 1.292 -5.230  0.17
C: -0.775 -2.147 4.087  -0.13
C: 3.290 1.533 -1.153  -0.07
F: 4.184 -2.742 -0.233  0.10
H: -2.392 5.709 -3.525  0.05
C: 2.948 -2.218 -0.480  -0.42
C: -3.839 4.066 -3.897  -0.23
C: 3.193 -0.833 -1.127  -0.12
H: 0.574 -3.051 5.590  0.11
C: 2.975 0.370 -0.466  -0.02
H: -4.390 3.709 -4.781  0.10
F: 3.884 -0.822 -5.147  0.14
H: 2.594 0.395 0.555  0.12
H: -2.110 2.781 -3.972  0.10
F: 1.357 -0.419 -4.253  0.12
H: -0.772 -4.689 3.468  0.12
C: -1.509 0.730 -1.517  -0.09
C: -2.756 2.994 -1.861  -0.29
C: 2.019 -2.166 0.711  -0.08
H: -3.038 -0.227 3.030  0.10
H: 5.639 -1.384 2.906  0.11
H: -1.150 -3.194 5.910  0.11
H: 4.185 -0.250 4.393  0.08
C: 2.420 -2.334 2.041  -0.16
C: -1.284 -0.363 -0.690  -0.34
F: 5.830 -0.253 -4.452  0.13
C: 4.539 0.176 -4.516  -0.57
H: 1.112 0.725 -2.148  0.09
C: -2.932 5.235 -4.356  -0.12
C: -1.927 -0.547 0.522  -0.22
H: -3.674 1.951 -3.580  0.12
N: -1.639 -1.694 1.303  0.10
C: -0.465 -4.681 4.525  -0.18
H: -2.178 -1.652 2.153  0.06
F: 0.786 -5.299 4.656  -0.07
H: 1.866 -2.450 4.107  0.12
H: 3.165 2.517 -0.699  0.12
H: -4.144 -2.193 2.523  0.05
C: 3.813 1.509 -2.434  -0.02
C: 4.007 0.307 -3.099  -0.11
H: -5.566 0.206 1.311  0.10
H: 4.076 2.448 -2.926  0.13
C: -0.739 0.826 -2.814  -0.40
H: 4.444 0.870 3.076  0.07
C: -5.035 -0.278 2.140  -0.25
Cl: -5.046 -2.279 0.292  0.56
C: 1.513 -2.309 3.087  0.00
H: -3.712 1.353 2.658  0.12
O: -1.270 0.533 -3.868  0.12
C: 3.982 -0.104 3.321  -0.11
H: -0.958 4.095 -2.496  0.08
C: -3.071 1.503 0.112  0.02
N: 0.614 1.312 -2.833  0.20

The calculation puts the HOMO-LUMO gap at 8.37 eV. The HOMO energy is -8.22 eV. Its SMILES is CCCc1cc(CCCF)c2c(c1C(F)(F)c1cccc(C(F)(F)F)c1)Sc1c(c(CCCCl)cc([C@@H](C)CCC)c1C(=O)NC(=O)F)N2. The spin multiplicity is 1. The LUMO energy comes out at 0.15 eV.

=====

6 unconnected molecules or ions with the total composition C36H38N6O8S in a non-equilibrium geometry. Source: OMol25; level of theory: wB97M-V/def2-TZVPD.

Last column: Löwdin charge in e.
Element x y z (Å)
C: -1.135 1.993 -13.911  -0.07
C: 4.419 -1.232 7.752  -0.08
C: -4.008 3.087 -9.202  -0.08
H: 5.591 -2.174 1.908  0.11
C: -5.097 3.522 -8.463  -0.07
C: -5.168 3.172 -7.123  -0.15
H: -4.266 3.024 -1.125  0.14
O: -3.307 5.317 -0.128  0.05
H: -3.334 0.457 -1.831  0.08
C: 4.732 -2.581 7.759  -0.09
C: 4.970 -2.455 5.395  -0.15
N: 5.896 -4.179 2.198  0.05
O: -0.605 -0.738 0.655  -0.05
C: -2.506 0.294 -12.955  -0.07
H: 4.157 0.486 6.482  0.10
H: 0.753 -1.847 -0.419  0.12
C: -1.635 1.367 0.839  0.01
H: -4.481 3.566 -3.517  0.09
C: 5.013 -3.211 6.558  -0.07
C: -0.740 0.476 0.060  -0.41
C: 5.076 -1.441 11.498  -0.16
C: -4.441 2.529 -3.211  -0.04
N: 4.670 -1.157 5.369  0.06
C: -2.318 2.675 -1.981  -0.11
H: -2.172 1.971 -9.112  0.08
C: 4.732 -2.404 13.647  -0.08
N: -4.247 2.437 -6.502  0.05
O: 0.141 -3.527 1.696  -0.34
O: -4.018 5.200 2.010  -0.02
C: -2.037 2.625 0.380  -0.14
C: -2.639 1.107 -11.841  -0.15
H: -3.909 3.339 -10.249  0.09
H: -2.225 3.486 -2.692  0.14
C: -2.052 0.916 2.102  0.06
H: -2.472 1.432 -6.697  0.10
H: 4.755 -3.134 8.690  0.10
C: -3.208 2.028 -7.228  -0.15
H: 2.075 -4.611 1.814  0.07
C: 5.097 -3.138 1.971  -0.18
H: 3.548 -6.587 2.233  0.10
C: -1.330 2.726 -12.750  -0.14
H: -3.771 3.593 2.951  0.17
H: 4.192 -0.706 8.672  0.08
C: -3.432 4.813 0.978  -0.64
C: -2.852 3.407 1.226  0.01
C: 3.111 -1.039 12.564  -0.15
H: -3.851 1.949 -3.915  0.06
C: 3.722 -3.241 1.827  -0.07
H: 2.818 -1.913 14.503  0.10
C: -3.038 2.324 -8.572  -0.08
C: -0.313 -1.792 -0.226  -0.22
H: 5.186 -2.904 4.434  0.07
C: -3.793 2.354 -1.835  -0.39
H: -3.237 0.787 -10.993  0.10
H: 5.063 -3.007 14.483  0.11
H: -1.761 -0.054 2.456  0.13
C: 5.546 -2.223 12.541  -0.07
C: 5.323 -5.378 2.285  -0.16
O: -1.663 3.142 -0.797  0.01
O: -4.004 1.004 -1.414  -0.03
C: 3.140 -4.494 1.920  -0.08
S: -0.857 -3.244 0.705  0.72
O: -2.193 -2.995 1.153  -0.32
H: -0.875 3.703 -12.630  0.11
H: 5.997 -6.208 2.471  0.10
C: 4.401 -0.570 6.534  -0.16
C: -2.846 1.727 2.883  0.00
O: -0.169 0.745 -0.943  0.19
H: -5.417 2.059 -3.175  0.08
C: 3.487 -1.800 13.661  -0.07
C: 3.958 -5.590 2.153  -0.07
H: -0.527 2.389 -14.712  0.10
H: -2.993 -0.670 -12.992  0.10
N: -3.193 2.930 2.415  0.16
H: -6.002 3.495 -6.509  0.10
H: -1.808 1.816 -2.418  0.12
H: 6.526 -2.677 12.486  0.10
H: 2.143 -0.551 12.536  0.10
C: -1.736 0.750 -14.013  -0.08
H: -5.876 4.122 -8.914  0.10
H: 5.683 -1.273 10.614  0.10
H: -1.608 0.146 -14.902  0.11
N: -2.067 2.305 -11.723  0.05
H: 5.261 -4.263 6.519  0.10
H: 3.121 -2.359 1.651  0.10
H: -3.184 1.420 3.855  0.14
N: 3.880 -0.852 11.493  0.06
H: -0.876 -1.741 -1.156  0.12
H: -0.886 -4.255 -0.202  0.09

The calculation puts the HOMO-LUMO gap at 7.49 eV. The HOMO energy is -8.92 eV. The spin multiplicity is 1. The LUMO energy comes out at -1.43 eV.

=====

A molecular structure, C36H39BeClP2 in a non-equilibrium geometry. Source: OMol25; level of theory: wB97M-V/def2-TZVPD.

Last column: Löwdin charge in e.
Element x y z (Å)
H: 0.276 4.791 -4.693  0.10
C: 2.854 -3.339 3.052  -0.08
H: 3.805 -2.471 1.323  0.10
H: -3.487 5.613 -2.772  0.10
C: -1.796 -2.627 -2.279  -0.17
C: -3.236 -2.834 0.375  -0.18
C: -1.801 3.215 1.897  -0.11
C: 3.699 -1.486 -1.572  -0.09
H: -0.378 -4.295 -2.288  0.12
H: -0.350 -1.191 2.085  0.08
H: 3.716 -3.957 3.326  0.11
H: -0.311 -2.598 4.133  0.12
H: -0.131 1.927 3.096  -0.03
H: -3.098 -0.679 0.296  0.05
C: -0.426 4.614 -3.876  -0.08
H: -2.728 3.726 3.781  0.11
H: -2.884 4.092 -0.914  0.10
C: 1.712 -3.359 3.864  -0.08
C: -3.865 2.235 2.678  -0.07
C: -2.208 -3.986 0.298  -0.19
C: 0.475 1.071 2.782  -0.65
H: -2.425 -4.664 1.131  0.11
C: -0.377 -3.227 -1.981  -0.18
C: -2.536 5.083 -2.791  -0.09
C: 4.948 -1.581 -2.195  -0.09
C: -0.814 -3.551 0.455  -0.13
H: -3.118 1.143 -0.465  0.10
Cl: 2.086 1.623 3.290  0.49
C: -2.794 3.116 2.873  -0.07
H: -4.629 2.136 3.449  0.10
H: 5.099 -2.296 -3.015  0.10
H: 1.424 2.114 0.864  -0.06
H: -0.977 3.921 2.023  0.11
H: 1.673 -3.976 4.776  0.11
C: -2.779 -1.571 -0.225  -0.14
C: 1.786 -1.728 1.575  -0.35
C: -3.996 1.512 1.484  -0.07
H: 6.997 -0.841 -2.274  0.10
H: -3.503 -2.674 1.419  0.10
H: -4.858 0.869 1.309  0.11
H: 1.727 3.131 -0.603  0.07
C: 0.622 -1.759 2.361  -0.20
C: 3.525 -0.586 -0.509  -0.37
C: 6.013 -0.768 -1.776  -0.10
C: 0.594 -2.582 3.507  -0.08
H: -2.544 -3.428 -2.227  0.10
C: 5.826 0.142 -0.710  -0.09
C: 4.585 0.239 -0.075  -0.10
C: -2.202 4.211 -1.756  -0.08
H: 0.331 0.312 3.536  -0.03
H: -2.186 -0.523 -1.983  0.08
C: -2.219 -1.479 -1.441  -0.12
H: -2.311 -4.552 -0.631  0.10
C: 2.898 -2.534 1.915  -0.06
H: 0.877 -0.936 -1.885  0.05
H: 0.871 3.811 0.885  0.06
H: -1.761 -2.289 -3.327  0.11
C: -0.098 3.739 -2.842  -0.09
C: -0.192 0.783 -1.233  -0.44
P: -0.489 2.359 -0.450  0.90
H: 6.666 0.767 -0.388  0.10
H: 1.083 -3.072 -0.371  0.09
H: 2.868 -2.107 -1.910  0.09
H: -0.712 0.783 -2.223  0.06
C: -1.840 2.376 0.770  -0.35
C: 0.722 -0.250 -1.011  -0.41
Be: -0.238 -0.085 1.304  0.42
C: -1.658 5.293 -3.856  -0.08
C: -3.006 1.639 0.503  -0.12
H: 4.418 0.935 0.744  0.09
C: 0.013 -3.197 -0.545  -0.13
H: -1.914 5.977 -4.671  0.10
H: -4.137 -3.147 -0.153  0.12
P: 1.922 -0.379 0.302  0.93
H: 0.868 3.236 -2.851  0.11
H: 0.370 -2.719 -2.618  0.09
C: -0.983 3.519 -1.776  -0.28
H: -0.410 -3.667 1.457  0.09
C: 1.054 2.935 0.245  -0.20

The calculation puts the HOMO-LUMO gap (alpha / beta) at 3.88 / 3.88 eV. The HOMO energy (alpha / beta) is -4.45 / -4.45 eV. The spin multiplicity is 1. The LUMO energy (alpha / beta) comes out at -0.57 / -0.56 eV.